1.
Computed, not measured: a molecular structure, C28H35NO4 in a non-equilibrium geometry, with ωB97M-V/def2-TZVPD.

The geometry in XYZ format:
```
68
C28H35NO4 ωB97M-V/def2-TZVPD
C -0.02 -3.13 4.53
C -0.35 -2.26 3.33
C 0.69 -1.19 3.09
C 0.40 -0.24 1.95
C 0.10 -0.92 0.57
C -1.36 -1.30 0.46
O -1.86 -2.17 -0.24
O -2.10 -0.64 1.38
C -3.51 -1.05 1.37
C -4.32 -0.11 2.23
C 0.86 -2.28 0.45
O 0.53 -3.23 -0.25
O 2.10 -2.24 0.99
C 2.77 -3.48 0.69
C 4.06 -3.54 1.45
H -0.83 -3.85 4.67
H 0.91 -3.68 4.38
H 0.08 -2.51 5.43
H -0.42 -2.87 2.42
H -1.33 -1.76 3.47
H 0.83 -0.61 4.01
H 1.68 -1.62 2.94
H -0.44 0.42 2.16
H 1.31 0.34 1.74
H -3.85 -1.00 0.34
H -3.57 -2.10 1.74
H -5.38 -0.27 2.01
H -4.18 -0.33 3.29
H -4.09 0.95 2.05
H 2.09 -4.30 0.93
H 2.93 -3.46 -0.39
H 4.56 -4.45 1.12
H 4.71 -2.68 1.23
H 3.88 -3.63 2.53
C 1.40 -1.88 -4.64
N 1.06 -0.83 -3.72
C 0.79 -1.02 -2.40
C 0.26 0.17 -1.85
C 0.02 0.29 -0.47
C -0.30 1.72 0.00
C 0.73 2.68 0.07
C 0.47 4.01 0.35
C -0.84 4.44 0.55
C -1.13 5.90 0.78
C -1.88 3.51 0.48
C -1.62 2.18 0.21
C 0.31 1.16 -2.93
C -0.03 2.50 -3.05
C 0.06 3.12 -4.31
C 0.46 2.41 -5.46
C 0.87 1.06 -5.35
C 0.79 0.49 -4.06
H 1.88 -1.45 -5.53
H 2.08 -2.62 -4.19
H 0.50 -2.43 -4.98
H 0.89 -1.99 -1.91
H 1.13 -0.12 -0.04
H 1.75 2.37 -0.13
H 1.29 4.74 0.41
H -2.18 6.03 1.12
H -0.45 6.35 1.52
H -1.02 6.47 -0.16
H -2.90 3.86 0.66
H -2.45 1.47 0.16
H -0.34 3.04 -2.18
H -0.19 4.18 -4.39
H 0.45 2.91 -6.46
H 1.22 0.47 -6.18
```

Computed properties:
**Energy relative to the best compared isomer or geometry (same formula, charge and spin)**: 58.26 kcal/mol
**Gap between HOMO and LUMO**: 0.2684 hartree
**HOMO energy**: -6.6 eV



2.
Computed, not measured: a molecular structure, C28H36As2BeSi in a non-equilibrium geometry, with ωB97M-V/def2-TZVPD.

The geometry in XYZ format:
```
68
C28H36As2BeSi ωB97M-V/def2-TZVPD
C -0.13 3.23 0.31
C -0.89 4.22 -0.36
C -2.22 4.13 0.13
H -0.48 4.91 -1.09
C -2.28 3.06 1.06
C -0.98 2.47 1.14
H -0.69 1.66 1.81
H 0.91 3.02 0.16
H -3.05 4.76 -0.18
H -3.15 2.72 1.58
Be -1.60 2.51 -0.57
C -2.65 -1.09 -1.94
H -2.18 -1.57 -1.00
H -2.65 -1.88 -2.72
H -3.37 -0.28 -2.03
Si 0.24 -1.06 -3.64
C 1.75 -1.14 -2.52
C 2.31 0.02 -1.97
H 1.79 0.98 -2.08
C 3.56 -0.10 -1.32
H 3.94 0.68 -0.64
C 4.40 -1.20 -1.53
H 5.40 -1.23 -1.12
C 3.90 -2.26 -2.27
H 4.54 -3.06 -2.59
C 2.55 -2.31 -2.58
H 2.13 -3.24 -2.96
C -0.46 0.67 -3.30
C -0.17 1.67 -4.28
H 0.56 1.51 -5.10
C -0.79 2.94 -4.25
H -0.42 3.80 -4.82
C -1.89 3.14 -3.42
H -2.46 4.09 -3.51
C -2.19 2.17 -2.42
H -3.26 2.07 -2.14
C -1.27 1.06 -2.24
H -1.34 0.56 -1.21
H -0.55 -2.41 -3.89
H 0.94 -0.90 -4.90
C 3.58 -0.12 2.48
As 1.92 -0.50 1.54
C 2.24 -2.42 1.30
C 0.67 -0.59 3.11
C 1.04 -0.25 4.40
C 0.10 -0.31 5.44
C -1.20 -0.76 5.18
C -1.57 -1.15 3.88
C -0.65 -1.01 2.87
As -1.16 -1.57 0.99
C -3.06 -1.09 1.13
C -1.46 -3.43 1.53
H 4.32 0.14 1.71
H 3.89 -1.00 3.05
H 3.41 0.74 3.14
H 3.11 -2.69 1.91
H 1.35 -2.98 1.62
H 2.43 -2.61 0.24
H 2.07 0.04 4.54
H 0.42 -0.02 6.44
H -1.93 -0.84 5.97
H -2.56 -1.57 3.65
H -3.15 -0.17 1.70
H -3.48 -0.91 0.13
H -3.62 -1.89 1.61
H -0.82 -3.66 2.39
H -2.51 -3.64 1.77
H -1.16 -4.04 0.67
```

Computed properties:
**Energy relative to the best compared isomer or geometry (same formula, charge and spin)**: 20.42 kcal/mol
**Gap between HOMO and LUMO (alpha / beta)**: 0.2733 / 0.1977 hartree
**HOMO energy (alpha / beta)**: -7.1 / -5.0 eV



3.
Computed, not measured: a molecular structure, C28H36BN6O2S3SeTl, with ωB97M-V/def2-TZVPD.

The geometry in XYZ format:
```
78
C28H36BN6O2S3SeTl ωB97M-V/def2-TZVPD
Tl -0.04 -0.49 -0.31
C -0.53 3.79 0.07
N 0.76 3.43 0.58
C 1.92 4.07 0.30
C 2.91 3.39 0.94
N 2.37 2.33 1.59
B 3.29 1.43 2.48
N 2.51 0.19 2.98
C 2.04 0.02 4.24
C 1.39 -1.17 4.30
N 1.48 -1.74 3.06
C 0.90 -2.96 2.61
C 2.16 -0.88 2.26
S 2.49 -1.21 0.62
C 1.05 2.36 1.35
S -0.16 1.30 1.94
H -0.43 4.67 -0.56
H -1.21 4.02 0.90
H -0.94 2.97 -0.52
H 1.97 4.94 -0.33
H 3.97 3.57 0.96
H 3.61 2.07 3.43
H 4.21 1.08 1.80
H 2.19 0.76 4.99
H 0.88 -1.66 5.11
H 0.50 -3.51 3.46
H 1.64 -3.57 2.09
H 0.09 -2.75 1.90
Se -1.62 -2.49 -1.65
C -2.15 -4.05 -0.66
C -2.38 -5.23 -1.36
C -2.76 -6.37 -0.69
C -2.92 -6.36 0.69
C -2.71 -5.18 1.39
C -2.33 -4.03 0.72
H -2.25 -5.25 -2.43
H -2.92 -7.28 -1.24
H -3.22 -7.26 1.21
H -2.84 -5.16 2.47
H -2.15 -3.12 1.27
S -2.42 1.04 -1.07
C -3.24 0.49 0.31
N -3.85 -0.69 0.29
C -4.51 -1.25 1.45
C -3.84 -0.71 2.71
C -3.86 0.81 2.66
N -3.33 1.27 1.39
H -3.72 -1.25 -0.55
H -4.45 -2.34 1.40
H -5.57 -0.96 1.44
H -2.81 -1.05 2.74
H -4.36 -1.07 3.59
H -3.24 1.22 3.46
H -4.88 1.19 2.78
H -2.70 2.06 1.39
C 4.16 3.82 -6.33
C 3.44 2.96 -5.34
C 2.16 2.49 -5.59
C 1.47 1.75 -4.65
C 0.08 1.25 -4.92
C 2.09 1.49 -3.43
C 3.39 1.91 -3.16
C 4.07 1.56 -1.88
C 4.05 2.65 -4.13
C 1.33 0.77 -2.36
O 1.06 -0.44 -2.50
O 0.99 1.45 -1.36
H 3.69 3.76 -7.31
H 5.20 3.52 -6.42
H 4.14 4.86 -6.00
H 1.70 2.70 -6.54
H -0.31 1.67 -5.84
H -0.60 1.49 -4.11
H 0.10 0.16 -5.01
H 4.17 0.47 -1.78
H 3.49 1.90 -1.02
H 5.06 2.01 -1.83
H 5.06 2.99 -3.95
```

Computed properties:
**Energy relative to the best compared isomer or geometry (same formula, charge and spin)**: 31.93 kcal/mol
**Gap between HOMO and LUMO**: 0.2199 hartree
**HOMO energy**: -7.7 eV



4.
Computed, not measured: a molecular structure, C28H36CsGeN2O8 in a non-equilibrium geometry, with ωB97M-V/def2-TZVPD.

The geometry in XYZ format:
```
76
C28H36CsGeN2O8 ωB97M-V/def2-TZVPD
Cs -0.10 0.41 0.45
C 3.39 0.99 1.89
C 3.26 -0.30 2.40
C 3.45 -1.40 1.57
C 3.78 -1.21 0.23
C 3.92 0.08 -0.28
C 3.72 1.18 0.55
H 3.20 1.85 2.52
H 2.99 -0.44 3.44
H 3.33 -2.40 1.96
H 3.91 -2.07 -0.42
H 4.16 0.22 -1.33
H 3.79 2.18 0.14
O -4.23 1.39 -3.61
C -3.28 1.27 -2.90
C -2.52 2.36 -2.15
O -2.97 3.43 -1.84
C -1.18 1.81 -1.77
C -1.18 0.42 -2.18
O -0.24 -0.46 -2.02
C -2.51 0.03 -2.54
O -2.87 -1.15 -2.49
O -0.31 2.41 -1.13
C -0.56 -3.65 1.46
C -0.94 -2.18 1.34
O -1.11 -1.76 0.16
H -1.26 -4.13 2.16
H 0.42 -3.68 1.94
H -0.54 -4.23 0.52
O -2.72 7.87 -0.68
C -3.23 6.62 -1.08
N -2.87 5.54 -0.16
C -3.16 5.64 1.15
O -3.69 6.64 1.66
C -2.83 4.45 1.99
C -3.69 4.07 3.00
C -3.37 2.97 3.78
C -2.17 2.31 3.54
N -1.31 2.69 2.59
C -1.65 3.74 1.82
H -3.03 7.98 0.23
H -2.78 6.37 -2.04
H -4.31 6.64 -1.20
H -2.72 4.63 -0.56
H -4.61 4.63 3.16
H -4.03 2.62 4.56
H -1.88 1.45 4.13
H -0.94 4.02 1.05
C 2.37 -4.89 -4.79
C 1.82 -3.71 -4.00
C 1.60 -4.05 -2.53
C 0.99 -2.91 -1.68
Ge -0.86 -2.46 -2.06
C -2.23 -3.74 -1.59
C -1.88 -5.22 -1.95
C -2.62 -5.73 -3.18
C -2.11 -5.12 -4.49
H 2.56 -4.63 -5.84
H 1.67 -5.73 -4.78
H 3.32 -5.25 -4.36
H 0.88 -3.37 -4.45
H 2.51 -2.86 -4.06
H 2.57 -4.32 -2.10
H 0.99 -4.96 -2.46
H 1.53 -1.98 -1.87
H 1.08 -3.13 -0.61
H -0.92 -2.39 -3.61
H -3.11 -3.39 -2.14
H -2.44 -3.62 -0.53
H -2.11 -5.86 -1.09
H -0.81 -5.35 -2.13
H -3.68 -5.51 -3.07
H -2.53 -6.82 -3.23
H -2.17 -4.02 -4.46
H -2.68 -5.46 -5.36
H -1.06 -5.38 -4.66
```

Computed properties:
**Energy relative to the best compared isomer or geometry (same formula, charge and spin)**: 74.53 kcal/mol
**Gap between HOMO and LUMO**: 0.2183 hartree
**Total charge**: -1
**HOMO energy**: -4.1 eV



5.
Computed, not measured: a molecular structure, C28H36F12KN5O5P2 in a non-equilibrium geometry, with ωB97M-V/def2-TZVPD.

The geometry in XYZ format:
```
89
C28H36F12KN5O5P2 ωB97M-V/def2-TZVPD
K 0.10 -0.07 0.09
C 4.72 -5.14 0.17
C 3.43 -4.42 0.49
C 2.18 -4.77 -0.04
C 1.00 -4.16 0.42
C 0.97 -3.05 1.34
N -0.25 -2.42 1.50
C -1.37 -3.22 1.59
C -1.27 -4.55 2.12
C -2.34 -5.39 2.42
C -3.66 -4.97 2.21
C -4.84 -5.88 2.40
C -3.83 -3.63 1.79
C -2.78 -2.77 1.41
C -3.09 -1.40 0.82
O -2.20 -0.99 -0.05
C -4.54 -1.37 0.08
F -4.56 -0.20 -0.61
F -5.65 -1.36 0.94
F -4.69 -2.39 -0.85
C -3.10 -0.30 2.07
F -3.90 -0.79 3.09
F -1.86 -0.09 2.54
F -3.64 0.87 1.56
C 2.31 -2.56 1.71
C 3.42 -3.31 1.36
C 2.54 -1.20 2.37
O 1.60 -0.34 2.21
C 2.99 -1.47 3.90
F 4.00 -2.42 4.03
F 3.39 -0.30 4.46
F 1.87 -1.95 4.54
C 3.86 -0.41 1.67
F 5.12 -0.72 2.10
F 3.80 -0.68 0.27
F 3.68 0.92 1.86
H 4.69 -6.21 0.47
H 5.54 -4.71 0.74
H 4.96 -5.06 -0.93
H 2.10 -5.56 -0.78
H 0.05 -4.45 -0.03
H -0.26 -4.92 2.31
H -2.14 -6.35 2.84
H -4.55 -6.90 2.67
H -5.45 -5.89 1.45
H -5.49 -5.44 3.17
H -4.86 -3.23 1.74
H 4.36 -2.97 1.77
C -3.50 3.49 -1.01
N -2.16 3.11 -1.44
C -2.18 1.98 -2.40
P -0.88 3.36 -0.41
O -0.69 2.41 0.68
O 0.35 3.40 -1.53
P 1.37 2.36 -2.24
O 1.14 0.90 -1.93
N 2.84 2.89 -1.78
C 3.16 4.10 -1.04
C 3.97 1.98 -2.09
N 1.06 2.56 -3.84
C 0.85 3.91 -4.39
C 1.19 1.46 -4.79
N -0.95 4.93 0.16
C -1.19 5.14 1.58
C -0.86 6.01 -0.85
H -4.02 4.05 -1.82
H -3.44 4.11 -0.11
H -4.10 2.56 -0.81
H -2.94 2.19 -3.17
H -2.44 1.01 -1.89
H -1.20 1.85 -2.91
H 2.21 4.61 -0.81
H 3.78 4.77 -1.67
H 3.71 3.86 -0.11
H 3.59 0.95 -2.27
H 4.70 1.95 -1.26
H 4.51 2.22 -3.03
H 0.38 4.52 -3.65
H 0.20 3.76 -5.27
H 1.78 4.40 -4.76
H 1.50 0.52 -4.27
H 1.95 1.66 -5.58
H 0.21 1.24 -5.27
H -1.42 4.15 2.04
H -2.04 5.84 1.78
H -0.30 5.57 2.09
H -0.70 5.56 -1.84
H 0.00 6.67 -0.65
H -1.79 6.61 -0.87
```

Computed properties:
**Energy relative to the best compared isomer or geometry (same formula, charge and spin)**: 0.00 kcal/mol
**Gap between HOMO and LUMO**: 0.1153 hartree
**Total charge**: -2
**HOMO energy**: 0.2 eV



6.
Computed, not measured: a molecular structure, C28H36IN6O5PbS, with ωB97M-V/def2-TZVPD.

The geometry in XYZ format:
```
78
C28H36IN6O5PbS ωB97M-V/def2-TZVPD
Pb 0.32 -0.51 -0.43
C -0.20 -0.77 2.88
C 0.97 0.15 2.76
C 0.57 1.34 2.30
C -0.94 1.31 2.16
C -1.31 -0.12 2.50
C -2.72 -0.59 2.48
C -1.60 2.29 3.12
C 1.40 2.56 2.04
C 2.36 -0.28 3.11
C -0.06 -2.17 3.37
H -3.30 -0.14 3.30
H -2.79 -1.67 2.58
H -3.22 -0.29 1.56
H -1.34 1.99 4.14
H -2.69 2.26 3.03
H -1.26 3.31 2.96
H 2.17 2.68 2.81
H 0.79 3.46 2.04
H 1.90 2.52 1.07
H 2.43 -0.52 4.18
H 3.09 0.50 2.89
H 2.63 -1.18 2.56
H 0.59 -2.74 2.71
H -1.02 -2.68 3.42
H 0.38 -2.19 4.37
O 0.28 -2.63 -4.18
C 0.03 -1.91 -3.24
O 0.88 -1.44 -2.40
C -1.43 -1.53 -2.99
C -2.41 -1.86 -3.91
C -3.72 -1.50 -3.64
C -4.01 -0.82 -2.46
C -2.97 -0.53 -1.59
N -1.71 -0.88 -1.86
H -2.12 -2.40 -4.80
H -4.51 -1.75 -4.34
H -5.01 -0.52 -2.22
H -3.15 0.01 -0.67
N 4.47 2.45 -2.75
N 3.12 2.21 -2.65
N 2.30 2.40 -3.66
C 1.16 1.96 -3.15
N 1.31 1.54 -1.89
N 2.59 1.70 -1.58
H 4.60 3.16 -3.46
H 4.81 2.76 -1.85
H 0.23 1.94 -3.69
I -0.72 8.42 -0.88
C -1.24 6.46 -0.43
C -2.53 6.17 0.00
C -2.88 4.86 0.29
C -1.93 3.85 0.17
C -0.64 4.15 -0.26
C -0.30 5.45 -0.57
C -2.35 2.46 0.48
O -3.48 2.07 0.42
O -1.31 1.59 0.75
H -3.26 6.96 0.10
H -3.88 4.62 0.61
H 0.08 3.35 -0.36
H 0.70 5.68 -0.92
C 3.79 -5.77 0.41
C 2.70 -4.79 0.82
S 2.44 -3.50 -0.41
O 1.43 -2.58 0.29
C 1.54 -4.43 -1.67
C 0.10 -4.74 -1.31
H 3.96 -6.48 1.22
H 4.72 -5.26 0.19
H 3.50 -6.35 -0.47
H 2.99 -4.23 1.71
H 1.74 -5.27 1.02
H 2.14 -5.32 -1.84
H 1.60 -3.81 -2.57
H 0.02 -5.36 -0.42
H -0.35 -5.28 -2.14
H -0.47 -3.83 -1.15
```

Computed properties:
**Gap between HOMO and LUMO**: 0.3061 hartree
**Total charge**: +1
**HOMO energy**: -10.7 eV